(a)
{
  "formula": "C6H7NO3",
  "method": "the ωB97M-V functional and the def2-TZVPD basis",
  "elements": ["O", "O", "O", "N", "C", "C", "C", "C", "C", "C", "H", "H", "H", "H", "H", "H", "H"],
  "positions_angstrom": [[-3.655, -0.488, 1.261], [-2.627, 2.038, -0.264], [-3.873, -1.793, -0.606], [-1.232, -0.330, -0.411], [-3.750, 2.105, -0.532], [-0.549, -1.585, -0.489], [0.827, 0.877, 0.305], [-1.370, 1.969, 0.000], [-3.733, -1.130, 0.315], [-0.632, 0.744, -0.062], [1.112, 1.920, 0.396], [1.457, 0.405, -0.446], [1.012, 0.376, 1.255], [0.484, -1.512, -0.846], [-0.534, -2.056, 0.499], [-1.122, -2.221, -1.164], [-0.908, 2.877, 0.350]],
  "lowdin_charge": [0.1872, -0.0424, 0.2048, -0.0120, 0.2427, -0.1345, -0.0267, -0.1345, -0.4949, -0.3697, 0.0709, 0.0761, 0.0909, 0.0698, 0.0871, 0.0696, 0.1156],
  "spin_multiplicity": 1,
  "gap_ev": [7.843, 7.842],
  "homo_energy_ev": [-7.68, -7.68]
}

(b)
{
  "formula": "C6H7NO3",
  "method": "the ωB97M-V functional and the def2-TZVPD basis",
  "elements": ["O", "O", "O", "N", "C", "C", "C", "C", "C", "C", "H", "H", "H", "H", "H", "H", "H"],
  "positions_angstrom": [[1.537, 0.489, -1.627], [0.263, 2.093, 0.144], [-0.449, -1.327, 0.749], [3.640, -0.437, 0.638], [0.154, 0.900, 0.345], [0.238, -1.331, -0.435], [-0.876, 0.032, 0.932], [1.223, -0.041, -0.354], [2.553, -0.349, 0.303], [-2.192, 0.418, 0.270], [-2.989, -0.262, 0.569], [-2.083, 0.481, -0.808], [-0.842, 0.163, 1.962], [-2.372, 1.376, 0.629], [1.966, 1.360, -1.603], [-0.497, -1.286, -1.287], [0.726, -2.277, -0.428]],
  "lowdin_charge": [0.0173, 0.1465, -0.0599, 0.1661, -0.2584, -0.1207, -0.2894, -0.3250, -0.1081, 0.0151, 0.1001, 0.0962, 0.1505, 0.0697, 0.1212, 0.1528, 0.1261],
  "spin_multiplicity": 1,
  "smiles": "C[C@H]1OC[C@](O)(C#N)C1=O",
  "gap_ev": 10.420,
  "homo_energy_ev": -10.21
}

Most stable structure - (b); separation to the second - 2.670 eV.